DFT (ωB97M-V with the def2-TZVPD basis set) results for a molecular structure, C26H26BaIN2S3 in a non-equilibrium geometry.

Properties
Charge   +1
DFT total energy   -71658.4817 eV
HOMO   -10.09 eV
LUMO   -2.46 eV
Relative energy (zero: lowest compared OMol25 entry of this formula, charge and spin)   78.6 kJ/mol

CARTESIAN COORDINATES (ANGSTROEM)
1 Ba -0.575 -16.870 -3.145
2 C -0.620 -18.390 0.186
3 C -1.065 -19.855 -0.164
4 S -1.412 -20.143 -1.972
5 C 0.024 -21.199 -2.330
6 C 0.799 -20.812 -3.518
7 S 1.642 -19.244 -3.398
8 C 2.770 -19.273 -1.969
9 C 2.127 -19.297 -0.588
10 S 1.069 -17.802 -0.359
11 H -0.752 -18.113 1.248
12 H -1.335 -17.823 -0.372
13 H -2.022 -19.960 0.287
14 H -0.442 -20.658 0.245
15 H -0.307 -22.225 -2.504
16 H 0.657 -21.302 -1.431
17 H 0.115 -20.628 -4.409
18 H 1.503 -21.541 -3.815
19 H 3.495 -18.452 -2.208
20 H 3.415 -20.157 -2.099
21 H 2.956 -19.114 0.078
22 H 1.571 -20.184 -0.346
23 C -0.483 -17.515 -8.035
24 C -0.875 -16.277 -8.558
25 C -1.229 -15.283 -7.725
26 C -1.138 -15.495 -6.298
27 C -0.653 -16.694 -5.750
28 C -0.304 -17.683 -6.694
29 C -1.606 -14.449 -5.357
30 C -1.761 -13.006 -5.759
31 C -2.186 -12.058 -4.836
32 C -2.440 -12.488 -3.503
33 C -2.729 -11.597 -2.484
34 C -2.774 -12.009 -1.175
35 C -2.600 -13.329 -0.848
36 C -2.489 -14.288 -1.850
37 C -2.400 -13.886 -3.214
38 N -1.999 -14.849 -4.140
39 H -0.307 -18.377 -8.691
40 H -1.007 -16.185 -9.601
41 H -1.605 -14.389 -8.119
42 H -0.039 -18.714 -6.344
43 H -1.669 -12.802 -6.838
44 H -2.254 -11.005 -5.110
45 H -2.571 -10.560 -2.714
46 H -2.869 -11.253 -0.379
47 H -2.568 -13.587 0.228
48 H -2.358 -15.352 -1.614
49 I -6.051 -16.794 -6.284
50 C -5.302 -17.451 -4.438
51 C -6.086 -18.001 -3.440
52 C -5.532 -18.341 -2.205
53 C -4.208 -18.053 -1.935
54 N -3.398 -17.539 -2.910
55 C -3.896 -17.287 -4.095
56 H -7.169 -17.998 -3.589
57 H -6.186 -18.562 -1.359
58 H -3.752 -18.096 -0.969
59 H -3.278 -16.962 -4.881